Record 1
Molecular formula: C13H24N2O6P3S
Method: DFT, ωB97M-V with the def2-TZVPD basis set

The geometry in XYZ format:
```
49
Properties=species:S:1:pos:R:3
C -3.18613 -0.64165 -3.59355
C -2.51311 0.54469 -2.71185
O -1.12082 0.78898 -3.03005
C -0.26339 -0.25606 -2.51940
C -0.17784 -0.28033 -0.90915
C 0.54940 0.97652 -0.28039
P 1.16236 2.36338 -1.40468
C 3.04207 2.47931 -1.49868
C 0.32467 4.01862 -1.05699
C 0.71933 1.01482 1.26114
C 1.48151 2.23982 1.92735
O 0.76707 3.24210 2.22065
O 2.84013 2.31508 2.26881
C 3.64769 1.25638 1.70063
C 0.12028 -0.16439 2.08081
P 0.29747 -0.02864 3.98814
S 2.13123 0.11924 4.59663
C -0.58934 -1.37972 1.37374
P -1.18711 -2.71878 2.53463
O -2.30768 -2.17026 3.45725
O 0.18224 -3.17952 3.46893
O -1.75776 -4.14090 1.84357
N -0.72129 -1.36194 -0.09046
C -1.44432 -2.49624 -0.75364
N -0.59586 -3.70978 -0.85845
H -4.20305 -0.85500 -3.08451
H -3.43162 -0.16354 -4.61607
H -2.53129 -1.57017 -3.67924
H -3.08037 1.50704 -3.01014
H -2.72931 0.35992 -1.60403
H 0.80170 0.02313 -2.87392
H -0.46772 -1.28537 -2.98464
H 3.51413 3.12615 -0.66184
H 3.49485 1.43538 -1.39852
H 3.34804 2.91262 -2.52072
H -0.61988 4.04979 -1.72552
H -0.04318 4.17114 0.01132
H 0.98627 4.88609 -1.43345
H 3.76876 0.33022 2.35965
H 4.71243 1.69227 1.57807
H 3.33740 0.89727 0.66500
H -0.44114 -1.05224 4.67413
H -0.36996 1.21841 4.31927
H -0.15861 -3.62962 4.27638
H -2.74447 -4.21022 1.94540
H -1.84447 -2.26011 -1.79322
H -2.38733 -2.67480 -0.10383
H 0.38288 -3.54422 -0.59774
H -0.69488 -4.19483 -1.75680
```

For the LUMO energy, the calculation gives -5.45 eV. As for the spin multiplicity: 1. As for the frontier orbital gap: 0.20473 Ha. As for the energy above the lowest of the compared OMol25 structures with the same formula, charge and spin: 382.2 kJ/mol. As for the total charge: +1. The calculation puts the HOMO energy at -11.0197 eV.

Record 2
Molecular formula: C42H40BrFN3PS4Se2Sr
Method: DFT, ωB97M-V with the def2-TZVPD basis set

The geometry in XYZ format:
```
95
Properties=species:S:1:pos:R:3
Sr -0.86957 3.20875 -0.16456
Br -3.90771 4.88113 6.58471
C -2.94442 3.93117 5.24384
C -3.27749 2.61550 4.98243
C -2.58573 1.93018 3.99452
C -1.58219 2.56892 3.27977
C -1.25778 3.89725 3.54934
C -1.93977 4.57940 4.54322
N -0.93206 1.92972 2.19848
C -0.20587 0.91662 2.40448
C 0.52170 0.24729 1.30913
C 1.19485 -0.93589 1.56047
C 1.82825 -1.58847 0.51164
C 1.78339 -1.01190 -0.74343
C 1.09140 0.18543 -0.90130
N 0.46596 0.80693 0.09300
H -4.08282 2.13444 5.51971
H -2.86654 0.91807 3.73523
H -0.46457 4.37971 2.98589
H -1.69478 5.61046 4.75728
H -0.06942 0.50458 3.40915
H 1.20343 -1.34575 2.56285
H 2.35919 -2.52264 0.65315
H 2.27302 -1.49138 -1.58084
H 1.02713 0.65742 -1.87514
Se 4.16132 -5.55345 -4.30159
P 3.19425 -5.14457 -2.43683
Se 4.25356 -4.10703 -0.88324
C 2.52700 -6.73204 -1.78404
C 1.76433 -7.53904 -2.62726
C 1.22823 -8.72851 -2.16356
C 1.45916 -9.13347 -0.85276
C 2.22493 -8.33978 -0.01400
C 2.75346 -7.13906 -0.47736
C 1.62855 -4.23042 -2.73999
C 0.60024 -4.27061 -1.79939
C -0.56948 -3.55651 -2.00716
C -0.72078 -2.78112 -3.15092
C 0.30470 -2.72973 -4.08341
C 1.47145 -3.45818 -3.88373
H 1.61100 -7.22930 -3.65428
H 0.63315 -9.34605 -2.82582
H 1.04315 -10.06662 -0.49109
H 2.41158 -8.65039 1.00733
H 3.34702 -6.50164 0.16748
H 0.72013 -4.86584 -0.90124
H -1.36618 -3.59892 -1.27402
H -1.63116 -2.21804 -3.31208
H 0.19032 -2.12669 -4.97655
H 2.26775 -3.45246 -4.61885
C -4.59692 -1.95117 0.29804
C -3.59734 -0.95474 0.90316
C -2.34098 -0.93999 0.04007
C -4.29393 0.36726 1.25252
C -5.18066 0.23740 2.32481
C -5.92441 1.29175 2.81100
C -5.79872 2.52159 2.18899
C -4.94317 2.70676 1.10993
C -4.99042 4.07617 0.44935
C -5.57245 4.02886 -0.96539
C -3.67793 4.85812 0.46323
C -4.13998 1.63601 0.63845
N -3.21018 1.87991 -0.39451
C -3.49950 1.33363 -1.59319
C -4.72373 0.73199 -1.98134
C -4.90651 0.15953 -3.23083
C -3.90185 0.15796 -4.18855
C -2.69040 0.76994 -3.86408
C -2.53527 1.32493 -2.62519
F -1.31026 1.90014 -2.33592
H -4.11512 -2.92272 0.15809
H -4.92673 -1.59760 -0.68063
H -5.47706 -2.09162 0.92707
H -3.29641 -1.36308 1.87667
H -2.58823 -0.93011 -1.02129
H -1.75674 -1.84323 0.23510
H -1.72200 -0.07479 0.23814
H -5.26633 -0.73447 2.80260
H -6.58965 1.16014 3.65620
H -6.38625 3.36398 2.53841
H -5.69725 4.64861 1.05900
H -4.91002 3.49241 -1.64286
H -5.69840 5.04423 -1.35054
H -6.54580 3.53311 -0.97578
H -3.08574 4.66291 -0.43180
H -3.08822 4.65224 1.36006
H -3.86669 5.93377 0.44888
H -5.53296 0.71546 -1.26176
H -5.86409 -0.29572 -3.45951
H -4.04650 -0.29537 -5.15937
H -1.86418 0.81274 -4.56292
S 1.72006 3.86934 1.18383
S 1.35264 5.90524 1.22185
S -0.56069 6.17628 0.48491
S -0.58426 5.81259 -1.55196
```

For the LUMO energy, the calculation gives 3.32 eV. As for the spin multiplicity: 1. As for the frontier orbital gap: 0.20931 Ha. As for the energy above the lowest of the compared OMol25 structures with the same formula, charge and spin: 0.0 kJ/mol. As for the total charge: -2. The calculation puts the HOMO energy at -2.3715 eV.

Record 3
Molecular formula: C25H16F5N3NaO6
Method: DFT, ωB97M-V with the def2-TZVPD basis set

The geometry in XYZ format:
```
56
Properties=species:S:1:pos:R:3
Na 0.29127 -0.53574 0.00759
O 0.40408 3.70362 3.05508
C 0.79837 2.76234 2.16377
O 0.98279 3.01897 1.00725
C 1.13216 1.47011 2.86527
O 1.36512 0.47892 1.92412
C 1.94666 -0.68047 2.51557
C 2.27179 -1.76733 1.47223
O 2.53075 -2.87549 1.96268
O 2.27239 -1.41455 0.26637
H 0.25859 4.50280 2.52836
H 0.30882 1.22642 3.54462
H 2.02465 1.66146 3.48123
H 1.27332 -1.08554 3.27576
H 2.89399 -0.40063 2.99428
C 1.20670 -4.70276 -0.84629
C 2.38196 -4.46561 -1.53146
C 2.49400 -3.30931 -2.28134
C 1.42994 -2.42016 -2.28966
N 0.27237 -2.65885 -1.66663
C 0.17594 -3.78151 -0.96229
C 1.54886 -1.09424 -2.95971
C 2.24389 -0.91349 -4.15146
C 2.26619 0.34731 -4.72091
C 1.59618 1.38680 -4.09722
C 0.94266 1.12318 -2.89703
N 0.93447 -0.08606 -2.34736
C 0.15149 2.16543 -2.16865
C 0.35458 3.52634 -2.36806
C -0.46363 4.42303 -1.70196
C -1.44635 3.93526 -0.85914
C -1.55074 2.56086 -0.69839
N -0.77632 1.69369 -1.33727
H 1.08925 -5.56722 -0.20794
H 3.21333 -5.15392 -1.44963
H 3.42103 -3.06121 -2.78108
H -0.76557 -3.93269 -0.44504
H 2.72933 -1.75478 -4.62753
H 2.78420 0.51347 -5.65727
H 1.55583 2.37176 -4.54058
H 1.14899 3.87367 -3.01424
H -0.32710 5.48910 -1.83690
H -2.11278 4.59299 -0.31665
H -2.28374 2.13347 -0.02394
F -5.95127 -0.27281 4.25714
C -4.86309 -0.43865 3.47043
C -3.91805 0.55994 3.34365
F -4.08003 1.71249 4.02435
C -2.81560 0.39069 2.53009
F -1.92841 1.41230 2.44985
C -2.56607 -0.78915 1.77812
O -1.55653 -0.94953 1.02919
C -3.57454 -1.77933 1.94639
F -3.44513 -2.94389 1.28178
C -4.67672 -1.61088 2.75450
F -5.59428 -2.59064 2.85599
```

For the LUMO energy, the calculation gives 2.15 eV. As for the spin multiplicity: 1. As for the frontier orbital gap: 0.24249 Ha. As for the energy above the lowest of the compared OMol25 structures with the same formula, charge and spin: 30.0 kJ/mol. As for the total charge: -1. The calculation puts the HOMO energy at -4.4467 eV.

Copy entry 1 word for word.
Molecular formula: C13H24N2O6P3S
Method: DFT, ωB97M-V with the def2-TZVPD basis set

The geometry in XYZ format:
```
49
Properties=species:S:1:pos:R:3
C -3.18613 -0.64165 -3.59355
C -2.51311 0.54469 -2.71185
O -1.12082 0.78898 -3.03005
C -0.26339 -0.25606 -2.51940
C -0.17784 -0.28033 -0.90915
C 0.54940 0.97652 -0.28039
P 1.16236 2.36338 -1.40468
C 3.04207 2.47931 -1.49868
C 0.32467 4.01862 -1.05699
C 0.71933 1.01482 1.26114
C 1.48151 2.23982 1.92735
O 0.76707 3.24210 2.22065
O 2.84013 2.31508 2.26881
C 3.64769 1.25638 1.70063
C 0.12028 -0.16439 2.08081
P 0.29747 -0.02864 3.98814
S 2.13123 0.11924 4.59663
C -0.58934 -1.37972 1.37374
P -1.18711 -2.71878 2.53463
O -2.30768 -2.17026 3.45725
O 0.18224 -3.17952 3.46893
O -1.75776 -4.14090 1.84357
N -0.72129 -1.36194 -0.09046
C -1.44432 -2.49624 -0.75364
N -0.59586 -3.70978 -0.85845
H -4.20305 -0.85500 -3.08451
H -3.43162 -0.16354 -4.61607
H -2.53129 -1.57017 -3.67924
H -3.08037 1.50704 -3.01014
H -2.72931 0.35992 -1.60403
H 0.80170 0.02313 -2.87392
H -0.46772 -1.28537 -2.98464
H 3.51413 3.12615 -0.66184
H 3.49485 1.43538 -1.39852
H 3.34804 2.91262 -2.52072
H -0.61988 4.04979 -1.72552
H -0.04318 4.17114 0.01132
H 0.98627 4.88609 -1.43345
H 3.76876 0.33022 2.35965
H 4.71243 1.69227 1.57807
H 3.33740 0.89727 0.66500
H -0.44114 -1.05224 4.67413
H -0.36996 1.21841 4.31927
H -0.15861 -3.62962 4.27638
H -2.74447 -4.21022 1.94540
H -1.84447 -2.26011 -1.79322
H -2.38733 -2.67480 -0.10383
H 0.38288 -3.54422 -0.59774
H -0.69488 -4.19483 -1.75680
```

For the LUMO energy, the calculation gives -5.45 eV. As for the spin multiplicity: 1. As for the frontier orbital gap: 0.20473 Ha. As for the energy above the lowest of the compared OMol25 structures with the same formula, charge and spin: 382.2 kJ/mol. As for the total charge: +1. The calculation puts the HOMO energy at -11.0197 eV.